No. 1
The following is a DFT calculation (ωB97M-V/def2-TZVPD) of a cluster of 5 separate species, C31H69N3O5 in total.

XYZ file:
```
108
Properties=species:S:1:pos:R:3:forces:R:3:mulliken_charge:R:1
C -2.657 -0.654 1.755 -0.03 -1.38 -0.27 -2.31
C -4.060 -0.352 2.284 0.41 0.40 0.17 1.42
C -5.136 -0.923 1.355 0.00 -0.52 -0.76 -1.80
C -4.119 -0.996 3.712 -0.45 0.79 -0.78 -1.11
C -5.366 -0.519 4.454 0.88 0.96 0.78 -0.69
C -5.284 1.019 4.625 -1.27 -0.50 -0.60 -1.21
C -5.209 1.756 3.312 1.40 0.00 -1.71 1.53
C -6.535 1.772 2.510 0.51 -0.43 0.53 -1.76
C -4.707 3.194 3.519 -1.68 0.53 -0.36 -1.87
N -4.154 1.090 2.474 0.35 0.51 1.85 0.92
O -3.796 1.854 1.342 -0.53 -0.28 -0.31 -0.60
H -1.853 -0.331 2.415 -0.18 0.24 0.16 0.40
H -2.648 -1.753 1.745 0.42 0.04 -0.04 0.46
H -2.402 -0.365 0.736 -0.45 0.37 0.01 0.45
H -4.853 -1.870 0.882 0.27 -0.06 0.35 0.43
H -6.085 -1.127 1.847 -0.01 0.19 0.06 0.32
H -5.309 -0.273 0.495 -0.06 0.27 0.22 0.38
H -4.048 -2.079 3.614 -0.14 -0.07 0.00 0.46
H -3.232 -0.639 4.236 0.04 -0.08 0.12 0.39
H -6.285 -0.813 3.955 -0.10 -0.13 0.15 0.38
H -5.341 -0.839 5.498 -0.32 -0.73 -0.21 0.39
H -4.476 1.270 5.309 0.12 0.12 -0.13 0.35
H -6.236 1.389 5.024 0.19 -0.17 0.58 0.42
H -6.305 2.219 1.546 -0.25 0.10 -0.04 0.43
H -7.359 2.278 3.013 0.10 0.22 0.00 0.39
H -6.827 0.738 2.345 -0.24 0.07 -0.07 0.37
H -5.123 3.788 2.699 0.45 0.10 -0.15 0.39
H -3.633 3.351 3.556 0.04 -0.29 0.28 -0.01
H -5.215 3.638 4.380 0.37 -0.15 0.30 0.53
H -3.185 2.500 1.711 0.19 -0.08 -0.16 0.39
C -1.313 4.999 4.931 0.48 -0.62 -0.15 -1.67
C -0.358 4.367 3.887 -0.74 0.54 -1.26 1.58
C -0.597 2.881 3.840 0.76 -1.38 1.78 -1.32
C -0.796 4.985 2.531 -0.57 0.37 0.34 -1.07
C 0.207 4.964 1.405 0.00 0.48 0.75 -0.56
C 1.535 5.486 1.908 0.62 0.08 -1.07 -1.45
C 2.083 4.772 3.139 0.05 -0.74 -0.11 1.74
C 2.628 3.375 2.696 -0.15 0.96 -0.53 -1.40
C 3.236 5.639 3.639 0.43 0.01 1.06 -1.94
N 1.036 4.706 4.145 -0.55 1.49 0.41 0.33
O 1.463 4.188 5.396 0.17 -0.17 -0.41 -0.49
H -1.287 6.085 4.879 0.23 0.02 0.20 0.46
H -2.330 4.689 4.690 -0.03 0.00 0.02 0.20
H -1.077 4.620 5.925 -0.01 0.22 0.09 0.40
H -0.049 2.302 3.096 -0.40 0.35 -0.58 -0.03
H -0.139 2.485 4.762 -0.20 0.02 0.00 0.53
H -1.642 2.586 3.938 -0.05 0.07 -0.51 0.26
H -1.736 4.531 2.191 0.10 -0.32 0.25 0.15
H -1.109 6.021 2.711 0.38 0.08 0.02 0.61
H 0.347 3.954 1.013 -0.21 0.11 -0.30 0.21
H -0.175 5.684 0.680 0.13 -0.54 -0.56 0.41
H 1.571 6.573 2.015 -0.56 -0.03 0.46 0.43
H 2.250 5.338 1.088 0.16 -0.10 0.20 0.42
H 1.839 2.713 2.358 -0.17 -0.15 0.60 -0.12
H 3.272 2.944 3.457 -0.11 -0.26 -0.04 0.41
H 3.165 3.543 1.758 0.56 -0.06 0.30 0.43
H 2.974 6.696 3.730 -0.06 0.03 -0.77 0.42
H 4.110 5.442 3.018 -0.01 0.47 -0.13 0.37
H 3.570 5.466 4.670 -0.12 -0.78 -0.17 0.42
H 1.799 4.976 5.838 -0.12 -0.11 0.17 0.37
C 2.645 -1.651 -4.423 -0.14 -0.46 -0.50 -2.08
C 2.153 -2.572 -5.561 0.51 -0.25 -0.66 1.80
C 0.881 -2.076 -6.251 -1.18 0.40 1.27 -2.04
C 3.286 -2.592 -6.609 -0.43 0.76 0.76 -1.30
C 3.120 -3.604 -7.717 0.65 0.01 0.15 -0.70
C 3.045 -5.004 -7.101 -1.46 1.20 0.60 -1.15
C 2.000 -5.104 -5.891 0.75 -0.18 -1.19 1.25
C 0.588 -5.376 -6.447 0.20 -0.24 0.08 -1.55
C 2.529 -6.316 -5.129 -0.57 -0.34 1.13 -1.83
N 2.099 -3.929 -5.009 0.43 -0.03 -0.58 0.94
O 1.154 -3.989 -3.930 0.78 -0.40 -0.42 -0.59
H 3.482 -2.164 -3.947 -0.03 0.04 0.15 0.20
H 3.040 -0.733 -4.861 -0.26 0.21 0.15 0.48
H 1.879 -1.472 -3.672 -0.04 0.15 -0.04 0.47
H 0.808 -0.985 -6.228 0.42 0.03 -0.38 0.44
H 0.684 -2.450 -7.252 0.34 0.04 -0.09 0.30
H 0.005 -2.348 -5.648 0.12 -0.24 -0.01 0.43
H 3.360 -1.562 -6.973 0.02 -0.09 -0.26 0.47
H 4.196 -2.759 -6.024 0.19 -0.29 -0.35 0.38
H 2.266 -3.437 -8.377 -0.26 0.20 0.32 0.32
H 3.977 -3.429 -8.375 0.10 -0.62 -0.06 0.39
H 3.989 -5.330 -6.675 0.28 -0.06 -0.46 0.46
H 2.592 -5.663 -7.836 0.75 -0.53 -0.04 0.37
H 0.085 -4.443 -6.683 -0.19 -0.13 -0.04 0.38
H -0.015 -5.976 -5.764 -0.07 0.37 0.25 0.29
H 0.652 -5.992 -7.347 0.03 0.14 -0.10 0.37
H 2.921 -7.154 -5.707 -0.33 0.19 -0.52 0.37
H 1.719 -6.708 -4.506 0.24 -0.09 0.19 0.38
H 3.359 -6.022 -4.483 -0.10 0.15 0.03 0.30
H 1.820 -4.208 -3.264 -0.71 0.12 0.80 0.36
C 1.824 0.346 1.175 -0.71 -0.80 0.55 -0.83
C 1.181 -0.840 0.475 0.65 0.03 -0.74 -0.24
O 1.866 -1.092 -0.774 -0.29 -0.04 0.35 -0.43
H 1.663 1.243 0.581 0.14 0.15 0.16 0.29
H 2.878 0.168 1.376 0.10 0.08 -0.29 0.23
H 1.345 0.420 2.159 -0.02 0.42 -0.12 0.39
H 0.121 -0.673 0.266 0.01 0.02 0.20 0.10
H 1.281 -1.770 1.037 -0.05 0.14 0.13 0.37
H 1.543 -0.455 -1.417 0.12 -0.08 -0.11 0.27
C 4.788 -4.759 -2.162 -0.67 0.27 0.81 -0.66
C 4.326 -3.963 -0.935 1.22 0.88 -0.02 -0.36
O 2.936 -3.760 -0.968 -0.22 -0.44 0.01 -0.46
H 4.428 -4.300 -3.084 0.01 0.13 0.03 -0.07
H 4.324 -5.743 -2.080 0.33 -0.20 -0.21 0.24
H 5.876 -4.801 -2.180 0.00 -0.28 -0.03 0.41
H 4.864 -3.002 -0.886 -0.26 0.13 -0.48 0.32
H 4.691 -4.402 0.007 -0.47 -0.61 -0.15 0.36
H 2.709 -2.906 -0.583 0.00 0.08 -0.32 0.27
```
Forces are in eV/Å.

Computed properties:
Orbital gap (eV): 8.4955
E_HOMO (Eh): -0.294
SMILES: CC1(C)CCCC(C)(C)N1O.CC1(C)CCCC(C)(C)N1O.CC1(C)CCCC(C)(C)N1O.CCO.CCO
LUMO level (eV): 0.5

=====

No. 2
The following is a DFT calculation (ωB97M-V/def2-TZVPD) of a structure of composition C22H34Cl2N5O4Pd.

XYZ file:
```
68
Properties=species:S:1:pos:R:3:forces:R:3:mulliken_charge:R:1
O 0.335 2.517 -2.510 1.20 0.13 -1.50 -0.42
C 0.844 2.045 -3.515 -0.36 -0.65 0.39 0.19
C 1.709 2.807 -4.476 0.27 0.77 0.10 0.14
C 2.331 3.969 -3.994 -0.11 0.18 -0.59 -0.37
H 2.432 4.107 -2.915 -0.37 0.12 -0.36 0.34
C 2.794 4.930 -4.897 0.14 -0.37 0.00 -0.45
H 3.239 5.848 -4.510 -0.15 -0.17 -0.21 0.34
C 2.709 4.696 -6.278 -0.01 -0.26 0.29 -0.36
H 3.013 5.480 -6.976 -0.03 -0.33 0.17 0.34
C 2.278 3.445 -6.748 0.23 0.07 0.20 -0.39
H 2.332 3.215 -7.815 -0.10 0.10 0.33 0.35
C 1.808 2.483 -5.849 -0.19 0.25 0.73 -0.42
H 1.506 1.482 -6.171 -0.14 0.46 -0.02 0.39
H 0.671 0.977 -3.763 -0.10 0.39 -0.02 0.26
C -2.544 1.223 -1.900 -0.57 0.54 0.55 -0.66
C -2.326 0.082 -0.991 -0.16 -0.81 -0.20 0.66
H -3.526 1.182 -2.377 -0.21 0.16 -0.26 0.44
H -1.754 1.267 -2.649 -0.07 -0.17 -0.08 -0.09
H -2.434 2.146 -1.318 -0.22 0.00 -0.35 0.22
C -3.161 -0.881 -0.610 -0.35 0.30 -0.24 -0.46
C -4.669 -0.850 -0.612 -0.08 -0.31 -0.34 -1.29
H -2.716 -1.801 -0.245 -0.18 0.09 0.65 0.14
H -5.073 -0.231 -1.423 -0.06 -0.08 0.13 0.36
H -5.066 -0.467 0.343 0.05 -0.02 -0.17 0.16
H -5.038 -1.879 -0.715 -0.27 0.16 -0.10 0.34
Pd -0.567 0.027 0.103 -0.85 -0.70 -0.64 0.41
Cl -0.818 2.314 0.488 0.31 2.11 0.65 -0.66
Cl 0.343 -0.552 -2.085 1.08 -0.30 -1.23 -0.75
C -2.352 0.678 2.652 1.34 -1.74 -1.76 0.13
O -1.649 -0.178 2.062 -1.65 1.81 2.08 -0.37
N -2.906 0.425 3.846 -0.42 0.04 0.95 0.25
C -2.595 -0.774 4.612 -0.23 0.14 -0.08 -0.90
C -3.912 1.299 4.424 0.31 -0.05 -0.13 -0.93
H -2.565 1.679 2.233 0.15 -0.42 -0.04 0.19
H -1.721 -1.275 4.194 -0.13 0.09 -0.11 0.15
H -3.459 -1.453 4.619 0.20 -0.01 -0.08 0.29
H -2.403 -0.482 5.652 0.06 -0.04 -0.11 0.36
H -4.059 2.164 3.771 0.00 -0.16 0.13 0.30
H -3.583 1.648 5.414 -0.13 -0.02 -0.14 0.31
H -4.866 0.764 4.538 0.16 0.14 -0.03 0.30
H -0.019 -5.646 1.391 -0.15 0.11 0.06 0.33
H 2.104 -5.513 0.347 0.02 0.12 -0.16 0.31
C -0.501 -4.930 0.718 0.23 -0.04 -0.04 -0.95
C 1.710 -4.860 -0.442 -0.37 0.21 -0.15 -0.98
N 0.537 -4.158 0.053 0.11 -0.95 0.12 0.32
H -1.159 -4.254 1.274 0.23 -0.13 -0.18 0.22
C 0.345 -2.870 -0.245 -1.85 1.65 1.04 -0.03
O -0.611 -2.210 0.232 1.99 -2.30 -1.26 -0.44
H 2.467 -4.115 -0.719 -0.14 -0.28 0.05 0.33
H 1.086 -2.450 -0.949 -0.22 0.17 0.45 0.25
H -1.086 -5.503 -0.019 0.04 0.16 0.15 0.30
H 1.470 -5.468 -1.329 0.12 0.03 0.20 0.32
C 2.748 -1.705 4.193 0.25 0.02 0.05 -1.19
N 2.564 -0.751 3.108 0.02 -0.49 0.62 0.22
C 3.479 0.222 2.893 -0.16 0.39 -0.47 -0.26
C 3.331 1.064 1.842 0.89 -0.14 0.50 -1.14
C 2.275 0.795 0.928 -0.84 -0.12 -0.10 0.62
N 1.293 -0.065 1.220 1.51 -0.70 1.12 0.65
C 1.395 -0.896 2.324 -0.79 -0.05 -0.47 0.09
O 0.568 -1.756 2.647 1.19 1.03 -0.26 -0.66
N 2.236 1.426 -0.245 0.27 -0.01 -0.09 0.06
H 1.820 -2.278 4.274 0.29 0.13 0.05 0.31
H 2.967 -1.178 5.128 -0.11 -0.07 -0.09 0.39
H 3.590 -2.372 3.967 -0.20 0.02 0.06 0.34
H 4.319 0.269 3.589 -0.32 0.05 -0.17 0.38
H 4.039 1.858 1.645 0.01 -0.08 0.05 0.35
H 2.972 2.056 -0.536 -0.35 -0.22 0.29 0.19
H 1.480 1.207 -0.895 -0.03 0.05 0.04 -0.17
```
Forces are in eV/Å.

Computed properties:
Total charge: -1
Orbital gap (alpha / beta) (eV): 3.3059 / 5.3519
E_HOMO (alpha / beta) (Eh): -0.027 / -0.102
LUMO level (alpha / beta) (eV): 2.6 / 2.6
Multiplicity: 3

=====

No. 3
The following is a DFT calculation (ωB97M-V/def2-TZVPD) of the molecule C20H30N2O6S.

XYZ file:
```
59
Properties=species:S:1:pos:R:3:forces:R:3:mulliken_charge:R:1
C -1.583 -4.991 -0.174 0.03 -0.28 0.03 -0.97
O -1.608 -3.588 -0.326 0.15 0.09 0.00 -0.40
C -0.523 -2.866 -0.011 0.23 0.20 0.06 0.71
C 0.675 -3.422 0.448 -0.21 -0.17 -0.02 -0.80
C 1.763 -2.621 0.739 0.05 0.09 0.01 -0.75
C 1.681 -1.251 0.573 0.59 0.18 0.16 -0.23
S 3.081 -0.199 0.969 -0.62 -0.35 -0.36 1.29
O 4.235 -1.053 1.059 -0.11 -0.02 -0.20 -0.68
O 2.734 0.604 2.103 -0.09 0.30 -0.12 -0.76
N 3.147 0.770 -0.365 0.05 -0.57 1.00 0.16
C 3.791 0.222 -1.536 0.06 -0.37 -0.67 -0.79
C 4.877 1.122 -2.119 0.04 -0.16 0.31 -0.77
C 5.996 1.442 -1.128 -0.12 0.02 0.02 -0.67
C 5.501 2.023 0.203 0.04 0.19 -0.06 -0.43
C 4.307 2.962 0.044 0.10 -0.12 0.09 -0.74
C 2.987 2.194 -0.221 -0.15 0.48 0.28 -0.93
C 0.515 -0.680 0.119 -0.31 -0.11 -0.08 -0.30
C -0.596 -1.465 -0.176 0.14 -0.16 0.11 -0.16
C -1.798 -0.749 -0.661 0.05 0.39 -0.17 0.94
O -1.763 0.414 -1.016 0.04 -0.11 -0.02 -0.78
O -2.906 -1.478 -0.658 0.03 -0.07 0.21 -0.26
C -4.099 -0.899 -1.176 -0.50 0.29 -0.26 -0.65
C -4.882 -0.066 -0.140 0.50 -0.41 -0.39 0.75
O -6.012 -0.362 0.187 -0.39 -0.14 -0.01 -0.67
N -4.197 0.987 0.323 0.38 0.53 0.20 0.12
C -4.752 1.947 1.247 -0.26 0.22 0.22 -1.22
C -4.802 3.362 0.652 0.06 -0.19 -0.10 0.73
C -5.630 3.378 -0.631 0.03 0.07 0.27 -1.44
C -3.397 3.906 0.400 -0.29 0.01 0.17 -1.46
H -0.828 -5.452 -0.818 -0.02 0.03 0.04 0.36
H -2.572 -5.330 -0.478 0.09 -0.01 0.03 0.28
H -1.406 -5.279 0.866 0.01 0.02 -0.04 0.38
H 0.762 -4.488 0.583 -0.01 -0.08 -0.01 0.45
H 2.690 -3.044 1.092 0.08 -0.14 0.03 0.54
H 4.222 -0.733 -1.228 0.04 0.00 -0.28 0.55
H 3.029 0.029 -2.306 0.11 -0.05 0.06 0.21
H 5.304 0.616 -2.987 -0.10 0.05 -0.05 0.43
H 4.422 2.048 -2.473 -0.01 0.04 -0.10 0.28
H 6.564 0.534 -0.921 0.10 -0.01 -0.05 0.31
H 6.672 2.156 -1.606 0.05 -0.05 0.02 0.31
H 5.225 1.215 0.881 0.23 0.13 0.05 0.14
H 6.323 2.570 0.670 -0.02 -0.05 0.06 0.47
H 4.195 3.537 0.963 -0.03 0.08 -0.04 0.37
H 4.503 3.666 -0.766 -0.03 0.08 0.01 0.36
H 2.484 2.572 -1.117 -0.01 -0.06 0.07 0.54
H 2.317 2.322 0.629 -0.02 0.23 -0.17 0.44
H 0.447 0.388 -0.014 -0.09 0.12 -0.07 0.61
H -4.723 -1.738 -1.487 0.08 0.18 0.11 0.31
H -3.857 -0.261 -2.034 -0.04 -0.14 0.09 0.30
H -3.279 1.185 -0.057 -0.14 -0.24 -0.09 0.24
H -4.151 1.955 2.163 -0.10 0.00 -0.01 0.35
H -5.760 1.603 1.489 0.13 0.05 0.05 0.48
H -5.293 4.000 1.395 0.03 -0.05 0.00 0.33
H -6.618 2.962 -0.452 -0.14 -0.04 -0.05 0.39
H -5.742 4.395 -0.998 -0.02 0.09 -0.09 0.45
H -5.145 2.786 -1.404 0.04 -0.05 -0.12 0.21
H -2.805 3.881 1.313 0.13 0.02 0.08 0.36
H -3.451 4.937 0.057 0.07 0.10 -0.07 0.42
H -2.882 3.326 -0.362 0.11 -0.06 -0.14 0.30
```
Forces are in eV/Å.

Computed properties:
Orbital gap (eV): 9.2146
E_HOMO (Eh): -0.335
SMILES: COc1ccc(S(=O)(=O)N2CCCCCC2)cc1C(=O)OCC(=O)NCC(C)C
LUMO level (eV): 0.1